# 1
{
  "formula": "C47H43N8O2PTi",
  "method": "ωB97M-V with the def2-TZVPD basis set",
  "elements": ["Ti", "C", "N", "C", "C", "N", "C", "C", "C", "C", "C", "C", "N", "C", "N", "C", "C", "C", "C", "C", "C", "N", "H", "H", "H", "H", "H", "H", "H", "H", "H", "H", "H", "H", "H", "H", "H", "N", "P", "C", "C", "C", "C", "C", "C", "C", "C", "C", "C", "C", "C", "C", "C", "C", "C", "C", "N", "H", "H", "H", "H", "H", "H", "H", "H", "H", "H", "H", "H", "H", "H", "H", "C", "O", "C", "C", "C", "C", "C", "C", "N", "C", "C", "C", "C", "C", "C", "C", "O", "H", "H", "H", "H", "H", "H", "H", "H", "H", "H", "H", "H", "H"],
  "coordinates": [[-0.13, 0.14, 0.20], [0.12, -3.17, -0.17], [1.06, -2.15, 0.33], [1.35, -2.34, 1.76], [0.15, -1.85, 2.51], [-0.69, -0.98, 1.98], [-1.75, -0.88, 2.90], [-2.95, -0.18, 2.84], [-3.84, -0.36, 3.89], [-3.55, -1.20, 4.98], [-2.36, -1.89, 5.05], [-1.48, -1.72, 3.98], [-0.26, -2.31, 3.69], [-0.89, -2.54, -1.06], [-1.18, -1.25, -1.04], [-2.14, -1.06, -2.04], [-2.76, 0.10, -2.51], [-3.66, -0.03, -3.55], [-3.94, -1.28, -4.13], [-3.32, -2.43, -3.69], [-2.42, -2.28, -2.64], [-1.60, -3.20, -1.99], [0.63, -3.98, -0.70], [-0.40, -3.63, 0.68], [1.93, -2.21, -0.19], [1.54, -3.39, 2.02], [2.24, -1.78, 2.03], [-3.20, 0.46, 2.02], [-4.80, 0.15, 3.86], [-4.28, -1.31, 5.77], [-2.13, -2.55, 5.88], [0.21, -3.01, 4.25], [-2.54, 1.08, -2.11], [-4.16, 0.85, -3.94], [-4.66, -1.34, -4.94], [-3.52, -3.39, -4.14], [-1.55, -4.19, -2.17], [2.38, 0.44, -1.78], [0.75, 0.84, -2.21], [0.57, -0.21, -3.67], [-0.12, 0.24, -4.79], [-0.31, -0.60, -5.88], [0.18, -1.89, -5.85], [0.86, -2.36, -4.73], [1.05, -1.52, -3.64], [0.79, 2.53, -2.83], [-0.18, 3.43, -2.40], [-0.19, 4.73, -2.88], [0.78, 5.14, -3.78], [1.75, 4.24, -4.22], [1.75, 2.94, -3.75], [2.85, 0.60, -0.50], [4.22, 0.75, -0.25], [4.65, 0.90, 1.05], [3.71, 0.92, 2.09], [2.39, 0.77, 1.76], [1.95, 0.58, 0.50], [3.09, 0.47, -2.51], [-0.50, 1.26, -4.82], [-0.83, -0.23, -6.75], [0.04, -2.54, -6.71], [1.27, -3.36, -4.72], [1.61, -1.88, -2.78], [-0.95, 3.11, -1.70], [-0.95, 5.43, -2.56], [0.78, 6.15, -4.16], [2.50, 4.56, -4.94], [2.49, 2.24, -4.13], [4.92, 0.76, -1.07], [5.70, 1.01, 1.26], [4.00, 1.06, 3.12], [1.62, 0.79, 2.52], [-2.50, 3.69, 4.64], [-1.51, 3.53, 3.61], [-0.38, 2.88, 3.93], [-0.27, 1.93, 4.94], [0.97, 1.40, 5.28], [2.12, 1.81, 4.62], [2.03, 2.74, 3.60], [0.78, 3.24, 3.23], [0.76, 4.28, 2.26], [-0.14, 4.69, 1.42], [-1.35, 4.07, 0.94], [-2.36, 4.98, 0.59], [-3.59, 4.56, 0.14], [-3.81, 3.20, -0.01], [-2.81, 2.29, 0.26], [-1.56, 2.70, 0.74], [-0.57, 1.80, 0.86], [-3.25, 4.36, 4.23], [-2.05, 4.14, 5.53], [-2.97, 2.74, 4.90], [-1.15, 1.64, 5.50], [1.03, 0.68, 6.09], [3.09, 1.43, 4.92], [2.91, 3.08, 3.09], [1.56, 4.90, 2.34], [0.07, 5.67, 1.02], [-2.16, 6.04, 0.70], [-4.36, 5.28, -0.10], [-4.77, 2.84, -0.38], [-2.98, 1.23, 0.10]],
  "mulliken_charge": [0.181, -0.996, -0.280, -1.524, 0.000, 1.339, 0.163, -0.763, -0.787, -0.679, -1.256, 0.707, -0.005, -0.264, 1.147, 0.039, 0.348, -1.281, -0.726, -1.224, 0.520, 0.048, 0.602, 0.436, 0.381, 0.668, 0.415, 0.307, 0.534, 0.457, 0.516, 0.269, 0.324, 0.517, 0.447, 0.529, 0.291, 0.446, 1.891, 0.402, -0.799, -0.770, -0.702, -0.881, -0.503, 0.094, 0.164, -0.930, -0.652, -0.862, -0.467, -0.084, -1.120, -1.108, -1.136, -0.824, 1.437, 0.364, 0.461, 0.473, 0.458, 0.501, 0.451, 0.233, 0.528, 0.440, 0.464, 0.362, 0.566, 0.499, 0.588, 0.720, -0.993, -0.143, 0.609, -0.498, -1.077, -0.347, -1.267, 0.721, 0.232, -1.118, 1.371, -0.963, -1.457, -0.980, -0.886, 1.703, -0.324, 0.278, 0.389, 0.336, 0.428, 0.528, 0.534, 0.495, 0.411, 0.664, 0.587, 0.497, 0.528, 0.637],
  "s_squared": 0.75,
  "e_above_lowest_kj_mol": 81.41,
  "e_homo_ev": [-15.74, -15.74],
  "total_charge": 3,
  "orbital_gap_ev": [7.6, 7.6],
  "spin_multiplicity": 2
}

# 2
{
  "formula": "C9H15NO2S",
  "method": "ωB97M-V with the def2-TZVPD basis set",
  "elements": ["C", "C", "C", "C", "C", "C", "C", "C", "C", "N", "O", "O", "S", "H", "H", "H", "H", "H", "H", "H", "H", "H", "H", "H", "H", "H", "H", "H"],
  "coordinates": [[0.03, -1.87, -1.24], [0.23, -0.37, -1.86], [-1.65, -0.76, 0.26], [-0.35, -1.45, 0.15], [-1.33, 0.78, -0.34], [0.08, 0.41, -0.65], [0.69, -0.32, 0.44], [2.11, -0.78, 0.21], [0.69, 0.31, 1.86], [-1.31, 1.75, 0.64], [-0.68, 3.58, -1.18], [0.40, 3.68, 1.06], [-0.09, 2.90, -0.03], [-0.88, -2.23, -1.74], [0.97, -2.40, -1.38], [1.19, -0.20, -2.39], [-0.39, -0.28, -2.66], [-2.45, -1.34, -0.31], [-2.12, -0.57, 1.25], [-0.15, -2.21, 0.90], [-1.98, 0.93, -1.23], [2.18, -1.54, 0.88], [2.87, -0.03, 0.43], [2.27, -1.04, -0.80], [-0.35, 0.36, 2.26], [1.17, 1.28, 1.90], [1.08, -0.53, 2.48], [-2.25, 1.94, 1.09]],
  "mulliken_charge": [-0.867, -1.434, -1.192, 0.140, -0.298, 0.430, 1.518, -2.115, -1.639, -0.220, -0.608, -0.569, 0.851, 0.356, 0.394, 0.354, 0.467, 0.282, 0.383, 0.560, 0.397, 0.556, 0.400, 0.386, 0.350, 0.346, 0.494, 0.276],
  "e_above_lowest_kj_mol": 446.57,
  "e_homo_ev": [-8.65, -8.65],
  "total_charge": 0,
  "orbital_gap_ev": [7.7, 7.7],
  "spin_multiplicity": 1
}

# 3
{
  "formula": "C16H22N2O3S",
  "method": "ωB97M-V with the def2-TZVPD basis set",
  "elements": ["C", "H", "O", "C", "C", "C", "O", "N", "C", "C", "C", "C", "C", "C", "H", "H", "C", "C", "N", "C", "O", "C", "H", "H", "S", "C", "H", "H", "H", "C", "H", "H", "H", "H", "H", "H", "H", "H", "H", "H", "H", "H", "H", "H"],
  "coordinates": [[2.05, 1.47, 4.38], [2.50, 1.97, 3.51], [1.98, 0.08, 4.18], [3.25, -0.53, 4.01], [3.07, -2.02, 3.74], [2.58, -2.32, 2.33], [3.14, -3.11, 1.61], [1.47, -1.61, 2.01], [0.75, -1.59, 0.81], [-0.32, -0.70, 0.72], [-1.08, -0.62, -0.44], [-0.77, -1.42, -1.53], [0.31, -2.30, -1.43], [1.06, -2.39, -0.28], [1.89, -3.08, -0.22], [0.55, -2.92, -2.28], [-1.55, -1.31, -2.81], [-2.88, -0.60, -2.59], [-2.66, 0.61, -1.83], [-2.64, 1.79, -2.47], [-2.89, 1.90, -3.66], [-2.31, 3.03, -1.66], [-2.89, 3.10, -0.74], [-2.50, 3.91, -2.28], [-0.55, 3.08, -1.17], [0.21, 3.13, -2.81], [1.28, 3.05, -2.67], [-0.16, 2.29, -3.40], [-0.05, 4.07, -3.30], [-2.24, 0.34, -0.48], [-3.09, -0.11, 0.06], [-1.97, 1.26, 0.04], [-3.56, -1.24, -2.02], [-3.34, -0.33, -3.54], [-0.96, -0.74, -3.54], [-1.71, -2.31, -3.23], [-0.56, -0.07, 1.56], [1.15, -0.95, 2.72], [2.35, -2.42, 4.46], [4.02, -2.53, 3.88], [3.79, -0.05, 3.18], [3.85, -0.38, 4.93], [2.64, 1.71, 5.27], [1.03, 1.82, 4.51]],
  "mulliken_charge": [-0.795, 0.338, -0.395, -0.512, -0.912, 0.659, -0.644, -0.077, 0.542, -0.481, 1.215, 0.662, -1.141, -0.610, 0.570, 0.430, -0.862, -1.131, 0.203, 0.899, -0.650, -1.026, 0.424, 0.421, -0.048, -0.743, 0.361, 0.187, 0.282, -2.011, 0.223, 0.412, 0.389, 0.462, 0.300, 0.470, 0.391, 0.142, 0.311, 0.354, 0.372, 0.457, 0.315, 0.246],
  "e_above_lowest_kj_mol": 84.67,
  "smiles": "COCCC(=O)Nc1ccc2c(c1)CN(C(=O)CSC)CC2",
  "e_homo_ev": -8.24,
  "total_charge": 0,
  "orbital_gap_ev": 8.7,
  "spin_multiplicity": 1
}

# 4
{
  "formula": "C29H30N6O8PSiTl",
  "method": "ωB97M-V with the def2-TZVPD basis set",
  "elements": ["Tl", "C", "Si", "C", "C", "C", "C", "C", "C", "C", "H", "H", "H", "H", "H", "H", "H", "H", "H", "H", "H", "O", "C", "O", "C", "C", "C", "C", "C", "C", "N", "O", "O", "N", "O", "O", "H", "H", "H", "C", "N", "C", "N", "C", "N", "C", "P", "C", "C", "H", "H", "H", "H", "H", "H", "H", "H", "H", "H", "H", "H", "O", "C", "N", "C", "O", "C", "C", "C", "C", "C", "C", "H", "H", "H", "H"],
  "coordinates": [[0.65, -0.51, 1.25], [-3.16, -2.20, 0.75], [-2.18, -0.84, 1.64], [-2.31, -1.28, 3.48], [-3.18, 0.75, 1.42], [-2.87, 1.88, 2.19], [-3.57, 3.07, 2.06], [-4.61, 3.17, 1.13], [-4.92, 2.07, 0.34], [-4.21, 0.88, 0.49], [-4.21, -2.22, 1.09], [-2.72, -3.18, 1.00], [-3.16, -2.10, -0.34], [-3.34, -1.48, 3.79], [-1.91, -0.47, 4.10], [-1.70, -2.17, 3.69], [-2.05, 1.83, 2.91], [-3.30, 3.93, 2.66], [-5.16, 4.10, 1.02], [-5.72, 2.14, -0.39], [-4.47, 0.03, -0.14], [2.81, -3.39, 4.31], [2.38, -2.66, 3.40], [1.32, -1.98, 3.36], [3.19, -2.63, 2.10], [3.39, -1.41, 1.41], [3.96, -1.44, 0.12], [4.39, -2.63, -0.45], [4.25, -3.79, 0.27], [3.61, -3.80, 1.53], [4.74, -5.03, -0.31], [5.24, -5.00, -1.42], [4.64, -6.05, 0.35], [4.02, -0.24, -0.65], [4.55, -0.27, -1.77], [3.50, 0.76, -0.19], [3.30, -0.47, 1.92], [4.84, -2.63, -1.43], [3.47, -4.74, 2.05], [-0.73, -2.67, -4.26], [-1.42, -2.27, -3.04], [-1.80, -0.85, -3.16], [-0.68, 0.03, -3.47], [-0.02, -0.45, -4.68], [0.42, -1.84, -4.61], [1.51, -1.99, -3.62], [1.03, -1.52, -1.87], [-0.56, -2.48, -1.86], [0.26, 0.12, -2.34], [-1.44, -2.63, -5.09], [-0.39, -3.70, -4.15], [-2.25, -0.53, -2.22], [-2.53, -0.77, -3.96], [0.84, 0.19, -4.89], [-0.73, -0.36, -5.51], [2.35, -1.35, -3.91], [1.86, -3.02, -3.63], [-1.12, -2.20, -0.96], [-0.33, -3.55, -1.78], [1.06, 0.82, -2.58], [-0.27, 0.54, -1.47], [-1.03, 3.42, -1.01], [-0.47, 3.32, 0.06], [-0.14, 2.17, 0.73], [0.46, 2.49, 1.90], [0.88, 1.69, 2.74], [0.54, 4.00, 2.04], [1.06, 4.80, 3.03], [1.00, 6.19, 2.83], [0.45, 6.71, 1.67], [-0.08, 5.88, 0.68], [-0.03, 4.52, 0.90], [1.50, 4.38, 3.92], [1.41, 6.86, 3.58], [0.43, 7.79, 1.53], [-0.51, 6.28, -0.23]],
  "mulliken_charge": [1.302, -1.343, 0.121, -1.189, 0.723, -0.693, -0.493, -0.513, -0.618, -0.002, 0.377, 0.299, 0.310, 0.328, 0.263, 0.340, 0.213, 0.404, 0.334, 0.354, 0.208, -0.779, 0.119, -0.560, 0.352, -0.867, -0.453, -0.065, -0.214, -0.574, 1.050, -0.666, -0.666, 1.172, -0.711, -0.636, 0.908, 0.609, 0.522, -0.958, 0.131, -0.867, 0.136, -0.997, 0.083, -1.319, 0.898, 0.133, -0.648, 0.284, 0.412, 0.212, 0.351, 0.420, 0.302, 0.395, 0.501, -1.055, 0.649, 0.404, 0.215, -0.756, -0.211, 0.470, 0.094, -0.842, 0.195, -0.434, -0.462, -0.427, -0.445, 0.158, 0.492, 0.384, 0.375, 0.463],
  "e_above_lowest_kj_mol": 60.44,
  "e_homo_ev": -0.69,
  "total_charge": -2,
  "orbital_gap_ev": 4.6,
  "spin_multiplicity": 1
}

# 5
{
  "formula": "C5H14N2",
  "method": "ωB97M-V with the def2-TZVPD basis set",
  "elements": ["C", "C", "C", "C", "N", "C", "N", "H", "H", "H", "H", "H", "H", "H", "H", "H", "H", "H", "H", "H", "H"],
  "coordinates": [[-1.76, -2.00, 0.73], [-1.70, -0.93, -0.37], [-0.32, -1.20, -0.99], [0.68, -0.69, 0.17], [0.52, 0.76, 0.07], [1.42, 1.81, 0.45], [1.26, 3.16, -0.25], [-2.02, -2.93, 0.27], [-0.86, -1.92, 1.39], [-2.47, -1.73, 1.55], [-2.53, -1.22, -1.07], [-1.55, -0.04, 0.23], [0.01, -0.58, -1.86], [0.03, -2.22, -1.22], [0.66, -0.96, 1.16], [1.77, -0.79, -0.17], [-0.32, 1.22, -0.32], [2.37, 1.51, 0.03], [1.38, 2.04, 1.47], [1.25, 3.00, -1.24], [2.15, 3.69, -0.04]],
  "mulliken_charge": [-1.121, -0.138, -0.824, -0.700, -0.126, -0.608, -0.690, 0.334, 0.222, 0.325, 0.289, 0.285, 0.328, 0.331, 0.361, 0.360, 0.226, 0.342, 0.313, 0.244, 0.249],
  "e_above_lowest_kj_mol": 297.15,
  "smiles": "CCCCNCN",
  "e_homo_ev": -8.04,
  "total_charge": 0,
  "orbital_gap_ev": 9.1,
  "spin_multiplicity": 1
}

# 6
{
  "formula": "C22H50NO12S2",
  "method": "ωB97M-V with the def2-TZVPD basis set",
  "elements": ["C", "C", "S", "O", "O", "N", "S", "O", "O", "C", "C", "C", "C", "H", "H", "H", "H", "H", "H", "H", "H", "H", "H", "C", "O", "C", "C", "O", "C", "H", "H", "H", "H", "H", "H", "H", "H", "H", "H", "C", "O", "C", "C", "O", "C", "H", "H", "H", "H", "H", "H", "H", "H", "H", "H", "C", "O", "C", "C", "O", "C", "H", "H", "H", "H", "H", "H", "H", "H", "H", "H", "C", "O", "C", "C", "O", "C", "H", "H", "H", "H", "H", "H", "H", "H", "H", "H"],
  "coordinates": [[-3.29, 2.43, -0.53], [-3.13, 1.07, -0.93], [-2.48, -0.66, -1.39], [-3.65, -1.53, -1.91], [-1.44, -0.49, -2.55], [-1.67, -1.30, 0.02], [-2.37, -2.80, 0.57], [-3.89, -2.74, 0.86], [-1.95, -3.96, -0.37], [-1.54, -3.17, 2.25], [-1.02, -1.82, 3.02], [-2.22, -0.96, 3.76], [-3.24, -1.87, 4.67], [-3.16, 3.48, 0.03], [-0.59, -3.85, 2.05], [-2.27, -3.84, 2.91], [-0.27, -2.17, 3.88], [-0.41, -1.07, 2.35], [-2.81, -0.26, 3.03], [-1.66, -0.23, 4.53], [-3.64, -1.18, 5.56], [-2.75, -2.82, 5.15], [-4.18, -2.12, 4.00], [1.07, 0.57, -4.07], [2.04, 1.15, -3.21], [3.28, 1.41, -3.89], [3.42, 2.89, -4.24], [2.46, 3.28, -5.23], [1.37, 3.99, -4.66], [0.10, 0.61, -3.56], [0.98, 1.12, -5.01], [1.32, -0.47, -4.27], [3.37, 0.78, -4.78], [4.08, 1.13, -3.19], [4.41, 3.05, -4.67], [3.34, 3.52, -3.34], [1.68, 5.00, -4.38], [0.95, 3.48, -3.79], [0.58, 4.07, -5.42], [4.57, 6.52, -2.52], [4.29, 6.08, -1.20], [5.17, 5.04, -0.77], [6.26, 5.58, 0.17], [7.15, 6.45, -0.52], [6.88, 7.82, -0.25], [4.02, 7.45, -2.70], [5.64, 6.72, -2.66], [4.24, 5.77, -3.24], [5.62, 4.53, -1.64], [4.57, 4.30, -0.23], [6.85, 4.73, 0.53], [5.81, 6.07, 1.04], [7.20, 8.07, 0.76], [5.82, 8.06, -0.37], [7.45, 8.43, -0.96], [1.74, -0.93, 7.07], [0.84, -1.93, 6.61], [0.79, -3.06, 7.49], [-0.47, -3.02, 8.37], [-0.41, -1.94, 9.30], [-1.23, -0.84, 8.89], [1.57, -0.02, 6.49], [1.59, -0.70, 8.13], [2.77, -1.27, 6.91], [1.70, -3.12, 8.10], [0.74, -3.95, 6.85], [-0.51, -3.95, 8.96], [-1.38, -2.97, 7.76], [-2.28, -1.09, 9.04], [-1.05, -0.57, 7.85], [-0.98, 0.02, 9.52], [-4.37, -3.78, -3.68], [-5.58, -4.30, -4.23], [-5.81, -3.82, -5.56], [-5.46, -4.89, -6.61], [-4.05, -5.13, -6.63], [-3.70, -6.34, -5.96], [-4.14, -4.35, -2.78], [-3.53, -3.88, -4.38], [-4.51, -2.73, -3.42], [-5.27, -2.89, -5.75], [-6.89, -3.60, -5.64], [-5.74, -4.51, -7.60], [-6.02, -5.82, -6.43], [-4.00, -7.20, -6.56], [-4.16, -6.40, -4.97], [-2.61, -6.35, -5.83]],
  "mulliken_charge": [-0.378, -0.232, 1.028, -0.625, -0.633, -0.398, 1.071, -0.641, -0.662, -0.685, -0.369, -0.272, -0.845, 0.310, 0.300, 0.287, 0.112, 0.303, 0.252, 0.268, 0.273, 0.160, 0.245, -0.603, -0.331, -0.733, -0.162, -0.419, -0.691, 0.201, 0.323, 0.306, 0.343, 0.404, 0.373, 0.174, 0.282, 0.335, 0.259, -0.504, -0.371, -0.353, -0.622, -0.374, -0.725, 0.242, 0.336, 0.100, 0.289, 0.396, 0.370, 0.337, 0.322, 0.324, 0.243, -0.823, -0.266, -0.481, -0.435, -0.384, -0.621, 0.239, 0.368, 0.287, 0.345, 0.364, 0.372, 0.235, 0.316, 0.234, 0.248, -0.640, -0.391, -0.550, -0.451, -0.372, -0.749, 0.259, 0.289, 0.388, 0.318, 0.393, 0.361, 0.306, 0.323, 0.329, 0.252],
  "e_homo_ev": -5.92,
  "total_charge": -1,
  "orbital_gap_ev": 8.1,
  "spin_multiplicity": 1
}